Entry 1:
# C29H32FN3OS2Si2V

A molecular structure, C29H32FN3OS2Si2V at a distorted geometry (the ωB97M-V functional and the def2-TZVPD basis, the Open Molecules 2025 dataset).

```
71
Properties=species:S:1:pos:R:3:forces:R:3
V 0.00985 0.18724 -0.09661 -2.887 0.907 -0.443
S 1.86302 3.88481 -0.50519 0.018 -0.150 0.107
C 0.32121 4.04238 0.17766 0.385 -0.536 -0.720
C 0.20644 5.08521 1.15339 -0.120 0.425 0.431
N 0.19647 5.91388 1.95351 -0.079 -0.065 -0.073
C -0.79944 3.29236 -0.12398 0.178 0.000 0.152
S -0.82084 1.91720 -1.24828 -0.106 0.444 -0.294
C -2.05465 3.72407 0.35795 -0.333 0.188 0.210
N -3.08089 4.09148 0.74279 0.020 0.023 -0.095
C -3.99206 -2.03929 0.99032 0.309 0.066 -0.200
Si -3.06224 -0.61164 0.14018 -0.641 0.443 0.415
C -3.92746 -0.17863 -1.49067 0.196 -0.135 0.216
C -3.03773 0.83824 1.35585 -0.199 -0.287 -0.456
N -1.38457 -1.06707 -0.10565 -0.473 -0.878 -0.007
C -1.03174 -2.40865 -0.15832 0.207 -0.670 0.073
C -1.63889 -3.36543 -0.98411 0.087 0.245 -0.023
C -1.25908 -4.69677 -0.95156 -0.035 -0.056 -0.025
C -0.25010 -5.12674 -0.10103 -0.041 -0.011 -0.023
C 0.38063 -4.20831 0.72616 0.039 -0.086 0.024
C -0.02150 -2.89549 0.67887 -0.280 0.013 -0.038
F 0.55549 -1.99922 1.52095 0.138 0.019 -0.014
H -5.05597 -2.03228 0.74674 -0.012 0.081 -0.044
H -3.89917 -1.96876 2.07533 0.052 0.049 0.006
H -3.58698 -3.00682 0.69163 -0.102 -0.071 -0.005
H -4.62902 0.64563 -1.35042 -0.007 0.004 0.054
H -4.48582 -1.02552 -1.89703 0.028 -0.051 0.029
H -3.19742 0.14062 -2.23561 0.015 0.039 0.026
H -3.66564 0.65388 2.22927 0.017 -0.099 0.021
H -3.39941 1.74798 0.88132 0.045 -0.003 0.088
H -2.01916 1.02768 1.70317 -0.042 0.086 0.083
H -2.42515 -3.03118 -1.65114 -0.009 -0.025 -0.012
H -1.76763 -5.40725 -1.59128 0.029 0.000 -0.014
H 0.03369 -6.16994 -0.07411 0.050 0.006 -0.001
H 1.16983 -4.50005 1.40623 0.012 0.035 0.002
C 5.12573 0.92955 2.43208 -0.035 -0.065 -0.126
C 3.65257 0.60103 2.16770 0.075 -0.003 -0.113
C 2.79666 1.79338 2.61852 0.004 -0.037 -0.215
C 3.26537 -0.61660 3.01844 -0.010 -0.024 -0.240
Si 3.27360 0.23515 0.32083 0.872 -0.212 -0.124
O 1.64976 0.36741 0.16605 2.910 0.129 0.477
C 4.14423 1.23286 -1.03539 -0.220 0.083 0.371
C 3.45287 1.41522 -2.23642 -0.054 -0.056 0.130
C 4.00595 2.13494 -3.28084 -0.001 0.010 -0.082
C 5.26800 2.69819 -3.14756 0.005 -0.031 0.004
C 5.98157 2.50499 -1.97616 0.055 -0.036 0.006
C 5.42650 1.76865 -0.93739 0.037 -0.014 0.050
C 3.65134 -1.53657 -0.26539 -0.155 0.202 0.210
C 4.87611 -2.17191 -0.06160 -0.011 0.043 0.063
C 5.16219 -3.39081 -0.65890 0.078 -0.021 0.040
C 4.22275 -4.00237 -1.47676 -0.021 0.004 -0.022
C 2.99736 -3.38899 -1.69177 -0.016 -0.053 -0.083
C 2.72216 -2.16869 -1.09441 0.107 0.068 0.118
H 5.26695 1.14700 3.49575 0.003 -0.034 0.019
H 5.44474 1.80771 1.87202 0.016 0.028 0.073
H 5.77770 0.09023 2.17213 0.061 0.046 0.011
H 2.92053 1.96377 3.69322 0.041 -0.053 0.002
H 1.73964 1.60821 2.41940 -0.013 0.094 0.073
H 3.07437 2.70486 2.09084 -0.064 0.100 -0.045
H 3.47306 -0.40376 4.07182 -0.010 0.010 0.017
H 3.82997 -1.50754 2.73119 -0.041 -0.028 0.035
H 2.20149 -0.83734 2.92055 0.008 -0.072 0.029
H 2.45150 1.01198 -2.33538 -0.033 0.091 -0.053
H 3.44125 2.27978 -4.19338 -0.015 0.008 0.016
H 5.69111 3.28811 -3.95139 -0.007 -0.014 -0.009
H 6.97088 2.93176 -1.86130 -0.007 0.002 -0.017
H 6.01133 1.62196 -0.03871 0.008 0.038 -0.026
H 5.62444 -1.69808 0.56591 0.043 -0.044 -0.016
H 6.12446 -3.86153 -0.49582 -0.005 0.001 0.015
H 4.45040 -4.94663 -1.95581 -0.009 -0.014 0.020
H 2.26042 -3.85775 -2.33293 -0.021 0.005 0.022
H 1.77080 -1.68205 -1.28125 -0.031 -0.102 -0.080
```
Forces are in eV/Å.

Output
Gap between HOMO and LUMO (alpha / beta), eV: 6.57 / 6.42
HOMO energy (alpha / beta), eV: -4.23 / -4.23
LUMO (alpha / beta), Ha: 0.0860 / 0.0806
Total charge: -1
<S²>: 2.0220
Multiplicity: 3
E, eV: -102946.846

Entry 2:
# C29H32GeN2O4OsS3

A molecular structure, C29H32GeN2O4OsS3 at a distorted geometry (the ωB97M-V functional and the def2-TZVPD basis, the Open Molecules 2025 dataset).

```
72
Properties=species:S:1:pos:R:3:forces:R:3
Os -1.09838 -0.14463 0.06689 0.828 -2.151 1.707
C -0.40727 -0.46649 3.25888 0.314 -0.328 0.408
C -1.83886 0.00523 3.36445 -0.301 0.104 0.277
S -2.74333 0.22105 1.79582 1.244 0.061 -1.448
C -3.74996 -1.29420 1.77118 -0.324 0.164 0.288
C -3.81197 -1.88895 0.39983 -0.444 -0.475 -0.244
S -2.23038 -2.15452 -0.41407 0.500 1.638 0.107
C -1.39844 -3.38619 0.61065 -0.129 -0.361 -0.094
C -0.89012 -2.93172 1.95496 0.174 -0.156 0.226
S 0.04602 -1.39472 1.78863 -0.919 1.069 -0.783
H -0.13938 -1.06114 4.13428 0.020 0.065 0.029
H 0.27529 0.37991 3.21702 -0.050 -0.040 0.038
H -1.83805 0.98681 3.83616 -0.094 0.026 0.031
H -2.45862 -0.63855 3.98737 0.025 -0.028 0.020
H -4.75886 -1.01421 2.07536 0.014 0.058 0.065
H -3.36384 -1.97544 2.51977 -0.052 -0.097 -0.042
H -4.34409 -1.23713 -0.29446 -0.060 -0.015 0.027
H -4.34948 -2.83933 0.42864 -0.002 -0.009 -0.053
H -0.57552 -3.71609 -0.02548 0.019 -0.066 0.040
H -2.07850 -4.23257 0.72556 0.007 -0.015 -0.073
H -0.20520 -3.68933 2.33683 0.009 0.014 0.052
H -1.66529 -2.79250 2.70030 -0.059 -0.056 -0.046
C -3.36744 0.87861 -2.70672 0.011 -0.079 -0.096
C -1.90258 0.72636 -2.88427 0.158 -0.002 -0.064
N -0.99859 0.53400 -1.92836 -0.698 0.063 -0.115
C 0.25180 0.49111 -2.54240 -0.079 0.195 0.455
C 0.08242 0.67155 -3.88373 -0.015 -0.044 -0.142
N -1.25993 0.81020 -4.06176 -0.095 -0.010 -0.076
C 0.93617 0.72868 -5.12336 0.095 0.010 -0.025
O 2.24546 0.69002 -4.97363 -0.072 0.001 -0.063
O 0.37042 0.80254 -6.17311 -0.013 0.016 -0.018
C 1.47857 0.46641 -1.74496 -0.063 0.053 -0.081
O 2.58917 0.58482 -2.23273 -0.146 -0.060 0.031
O 1.31596 0.39070 -0.41712 0.185 0.329 -0.696
H -3.61474 0.83554 -1.64950 0.024 0.026 0.037
H -3.91055 0.09447 -3.23841 0.046 0.008 0.004
H -3.70023 1.83768 -3.10590 0.011 0.001 0.014
H -1.66255 0.95183 -4.98409 0.017 0.012 -0.013
H 2.50994 0.66086 -4.03493 0.035 -0.008 0.054
C 2.73899 3.02409 -0.37308 0.221 0.069 -0.139
Ge 2.92393 1.26709 0.37073 -0.509 -0.361 0.176
C 2.49623 1.13914 2.22515 0.075 0.179 0.338
C 1.85074 2.21606 2.84994 0.066 -0.156 0.039
C 1.68462 2.22600 4.23024 0.010 0.021 -0.003
C 2.16114 1.16476 4.99200 0.050 -0.005 -0.013
C 2.79665 0.08742 4.37979 0.001 0.019 -0.030
C 2.97505 0.07767 3.00232 -0.103 0.147 0.081
C 4.52815 0.19379 0.02432 0.049 -0.135 -0.084
C 4.42771 -1.09958 -0.52132 0.018 0.278 0.003
C 5.55236 -1.83053 -0.84405 0.170 -0.054 0.067
C 6.82717 -1.30577 -0.58733 -0.101 -0.166 -0.057
C 6.96863 -0.04095 -0.01230 -0.023 0.044 0.019
C 8.24675 0.48542 0.25308 0.099 0.164 0.062
C 8.40095 1.74560 0.85439 0.107 -0.165 -0.099
C 7.28731 2.48803 1.17838 -0.278 -0.026 0.039
C 6.00243 1.97845 0.92585 0.107 -0.012 0.004
C 5.80959 0.72218 0.31376 -0.032 -0.024 -0.017
H 3.20100 3.76217 0.28310 -0.056 0.015 -0.014
H 1.67750 3.25231 -0.46643 0.005 0.071 -0.006
H 3.21124 3.06928 -1.35121 -0.030 0.089 -0.022
H 1.48630 3.05597 2.26716 0.041 0.002 0.015
H 1.20303 3.06817 4.71156 0.019 -0.022 -0.002
H 2.05504 1.18553 6.06981 -0.012 -0.010 -0.035
H 3.17176 -0.73306 4.97866 0.004 0.031 0.009
H 3.49390 -0.75537 2.53874 0.005 0.027 0.015
H 3.45243 -1.52575 -0.71964 0.007 0.031 -0.034
H 5.45474 -2.80931 -1.29569 0.027 0.008 0.045
H 7.71024 -1.89318 -0.81227 -0.032 0.039 -0.057
H 9.12333 -0.08825 -0.02653 -0.021 -0.001 0.053
H 9.39121 2.12860 1.06488 -0.014 -0.028 -0.055
H 7.39943 3.46233 1.63651 -0.036 -0.037 0.011
H 5.14462 2.56099 1.24542 0.043 0.058 -0.047
```
Forces are in eV/Å.

Output
Gap between HOMO and LUMO (alpha / beta), eV: 7.52 / 5.22
HOMO energy (alpha / beta), eV: -16.39 / -16.39
LUMO (alpha / beta), Ha: -0.3260 / -0.4108
Relative energy (zero: lowest compared OMol25 entry of this formula, charge and spin), kcal/mol: 0.0
Total charge: +3
<S²>: 0.7780
Multiplicity: 2
E, eV: -133228.127

Entry 3:
# C29H32KN3O2P2S

A molecular structure, C29H32KN3O2P2S (the ωB97M-V functional and the def2-TZVPD basis, the Open Molecules 2025 dataset).

```
70
Properties=species:S:1:pos:R:3:forces:R:3
K -0.20016 -0.48334 -0.87165 -0.026 -0.028 0.001
C 2.90155 5.83004 4.24276 0.014 -0.046 0.007
S 3.54981 4.21012 4.69942 0.011 0.016 -0.017
C 4.50069 3.82983 3.20331 -0.030 0.003 0.016
C 3.67546 3.65666 1.93411 -0.005 -0.023 0.022
C 2.62992 2.54849 2.09377 -0.018 0.019 0.007
N 2.08049 2.00280 0.83750 0.056 -0.009 0.005
P 2.81711 0.66743 0.03640 0.031 0.091 -0.014
C 4.59849 1.08097 0.08104 -0.019 -0.036 0.031
C 5.11403 1.73852 -1.03388 -0.004 0.017 0.007
C 6.42179 2.20190 -1.04125 0.003 -0.003 -0.004
C 7.23308 1.99429 0.06515 -0.002 -0.004 -0.006
C 6.73804 1.31442 1.17069 0.006 0.010 0.003
C 5.42836 0.85951 1.17851 0.000 0.033 0.011
C 2.68801 -0.70903 1.22673 -0.048 0.010 -0.022
C 3.59100 -1.77395 1.17738 -0.001 -0.004 0.006
C 3.34192 -2.93472 1.89180 0.001 -0.001 0.003
C 2.18024 -3.06195 2.64312 0.001 0.003 -0.003
C 1.26986 -2.01977 2.68418 0.019 0.000 0.023
C 1.53011 -0.84924 1.98703 -0.022 -0.028 -0.008
P 0.77958 2.70496 -0.01233 -0.022 -0.010 0.045
C 1.20702 4.48704 -0.02253 -0.023 -0.008 0.013
C 0.69683 5.43027 0.86477 0.009 0.008 0.002
C 1.14695 6.74352 0.82632 0.007 0.007 -0.001
C 2.11343 7.12364 -0.09369 0.002 -0.002 0.003
C 2.61878 6.19197 -0.99156 -0.011 -0.003 -0.009
C 2.15855 4.88557 -0.96100 -0.011 -0.004 -0.004
C -0.65390 2.70986 1.13208 0.013 0.030 0.012
C -1.81453 3.30809 0.63197 -0.010 -0.018 -0.009
C -2.98245 3.33178 1.37558 -0.001 -0.014 -0.008
C -3.01766 2.73589 2.63149 0.004 -0.010 0.003
C -1.88030 2.12074 3.13027 -0.006 0.006 0.008
C -0.70482 2.11047 2.38701 0.007 0.015 -0.012
H 2.38345 6.22230 5.11597 -0.004 0.007 -0.005
H 2.19683 5.76250 3.41560 -0.010 0.016 -0.009
H 3.71305 6.50879 3.97961 -0.005 0.007 -0.001
H 5.02762 2.90201 3.43809 0.015 0.002 -0.008
H 5.25488 4.60666 3.06377 0.007 -0.004 0.003
H 4.35554 3.42382 1.11455 0.022 -0.029 -0.036
H 3.19123 4.59923 1.67462 0.007 -0.007 0.003
H 1.81462 2.93156 2.70670 -0.035 -0.019 0.014
H 3.06394 1.71366 2.65405 -0.015 0.004 0.004
H 4.47815 1.89597 -1.89837 0.005 0.001 -0.002
H 6.80893 2.71774 -1.91046 0.002 -0.001 0.000
H 8.25470 2.35176 0.06242 0.001 0.001 0.002
H 7.37360 1.14282 2.03024 0.000 -0.002 0.000
H 5.04669 0.33448 2.04584 0.004 0.002 0.000
H 4.48621 -1.70100 0.57088 -0.001 -0.007 0.002
H 4.04872 -3.75338 1.84594 0.003 0.001 -0.002
H 1.97138 -3.98350 3.16935 0.000 0.000 0.002
H 0.33758 -2.12703 3.22199 -0.001 -0.001 0.003
H 0.79388 -0.05506 2.00578 0.032 -0.055 -0.026
H -0.04944 5.14058 1.59481 0.022 0.012 0.000
H 0.74600 7.47026 1.52178 0.000 -0.003 0.002
H 2.46650 8.14649 -0.11781 0.000 0.000 0.001
H 3.36488 6.48691 -1.71813 0.001 -0.003 0.000
H 2.55100 4.15736 -1.66307 0.011 0.003 -0.001
H -1.79763 3.76754 -0.35164 -0.011 0.001 0.003
H -3.86826 3.80708 0.97417 0.001 0.001 -0.001
H -3.93082 2.74282 3.21196 0.000 0.001 0.001
H -1.90246 1.64149 4.10021 0.003 -0.003 0.000
H 0.16730 1.62531 2.80099 0.010 0.048 0.011
N -2.62366 -0.39993 0.67446 -0.027 0.096 -0.012
N -2.68518 -1.56978 1.48148 0.088 -0.002 -0.106
C -1.90378 -2.71168 1.03630 -0.009 0.133 -0.015
O -2.34959 -3.80376 1.38319 -0.002 -0.014 0.093
O -0.85760 -2.42683 0.39583 0.009 -0.167 -0.086
H -2.66067 0.41166 1.28098 -0.048 -0.010 0.009
H -3.42921 -0.34904 0.05642 -0.008 -0.021 0.005
H -3.62859 -1.86935 1.68774 0.010 -0.002 0.041
```
Forces are in eV/Å.

Output
Gap between HOMO and LUMO, eV: 7.69
HOMO energy, eV: -7.75
LUMO, Ha: -0.0022
Relative energy (zero: lowest compared OMol25 entry of this formula, charge and spin), kcal/mol: 6.6
Total charge: 0
Multiplicity: 1
E, eV: -84897.384